Entry 1:
Entry from the Open Molecules 2025 dataset: a gas-phase ion, C10H16N3 (charge +1) in a non-equilibrium geometry (wB97M-V/def2-TZVPD).

CARTESIAN COORDINATES (ANGSTROEM)
H1 -0.93563 2.25984 0.81761
C1 -0.85383 1.69318 -0.11758
H2 -2.07995 -2.55508 0.51923
C2 1.22560 0.55601 0.77990
H3 -1.24084 2.31546 -0.92772
H4 -4.23860 -1.14090 0.64336
N1 1.18885 -1.71899 -0.17163
C3 -1.25992 -0.67005 0.33791
C4 0.75235 -0.87557 0.81120
H5 4.20761 -0.82339 -0.31900
H6 0.97481 1.06188 1.71611
H7 -3.80267 -1.48216 -1.04542
C5 3.21780 -0.40182 -0.50483
H8 1.15999 2.25801 -0.54907
H9 0.66302 0.73389 -1.29857
H10 3.13162 0.00176 1.60807
N2 -2.20024 -1.57576 0.32597
C6 -3.47139 -0.99875 -0.12158
H11 0.62685 -1.34856 1.77917
C7 -3.10675 0.48638 -0.32935
C8 0.60679 1.33276 -0.38725
H12 2.50208 -2.18752 -1.61149
C9 2.76460 0.45021 0.68216
N3 -1.66966 0.50604 -0.03402
H13 3.18749 1.45264 0.61243
C10 2.26319 -1.50661 -0.80269
H14 3.30764 0.19911 -1.41529
H15 -3.28239 0.82445 -1.35461
H16 -3.63841 1.15355 0.35697

Calculated values
Spin multiplicity = 3
Kohn-Sham gap (alpha / beta) = 6.520 / 6.708 eV
Charge = +1
Expectation value of S² = 2.018
Energy above the lowest of the compared OMol25 structures with the same formula, charge and spin = 47.3 kJ/mol
HOMO level (alpha / beta) = -8.896 / -13.264 eV
Strongest force on any atom = 0.094 hartree/bohr

Here are the natural (NBO) charges for atoms 1 to 4, given in e:
1 H 0.208
2 C -0.203
3 H 0.437
4 C -0.261

Entry 2:
Entry from the Open Molecules 2025 dataset: 12 unconnected molecules or ions with the total composition C68H140N4O12 in a non-equilibrium geometry (wB97M-V/def2-TZVPD).

CARTESIAN COORDINATES (ANGSTROEM)
H1 -0.35423 -5.65190 24.36523
H2 -5.40411 -10.09764 21.59058
H3 -0.86943 -8.12001 25.16100
O1 -2.20256 -6.75736 29.82793
C1 -8.31894 -4.32716 17.32467
H4 -6.86924 -7.42671 33.36098
C2 -6.33919 -5.48059 23.20629
H5 -1.40015 -5.25577 28.61907
C3 -7.02502 -4.42876 19.32336
H6 -3.98399 -4.99363 18.23577
H7 -4.86981 -0.39806 29.05178
C4 -12.05219 -5.25946 25.42209
C5 -10.62726 -4.57755 25.33504
H8 -7.01939 -8.57427 18.59875
H9 -4.33320 -15.24070 24.21694
H10 -3.17073 -7.33240 22.03182
H11 -7.55603 -4.74788 31.79002
C6 -4.14583 -14.39479 23.50918
C7 -3.50279 -12.94459 25.34708
H12 -2.30818 -9.12267 28.38138
H13 -6.81074 -9.72764 30.05456
H14 -5.02319 -3.75488 27.06733
C8 -7.08727 -5.27082 17.17172
H15 -10.19125 -7.55267 22.14419
H16 -1.81635 -4.94886 20.62634
H17 -6.22208 -5.80825 22.16439
C9 -1.16791 -6.36657 24.17809
C10 -1.30007 -7.83865 29.74245
H18 -2.52799 -7.33031 26.70101
H19 -5.45738 -10.26535 24.45924
C11 -4.02209 -2.04403 25.36128
H20 -5.22869 -0.37440 19.15895
C12 -2.10965 -7.38119 22.21579
C13 -2.65221 -4.25937 20.61545
C14 -8.12949 -5.83754 30.01557
H21 -7.78816 -5.09818 29.27870
H22 -5.10855 -4.47249 32.07664
H23 -10.53034 -2.58361 26.29055
C15 -2.90056 -4.69762 18.19528
C16 -5.15617 -11.84907 26.79420
H24 -9.72245 -7.26249 19.17087
H25 -9.80560 -4.04827 27.24034
H26 -11.16027 -12.41175 22.77305
H27 -10.68015 -3.89606 24.47957
C17 -10.01138 -6.90883 21.23632
C18 -9.18646 -11.58067 22.61225
C19 -3.97894 -1.80215 26.87286
C20 -10.47577 -7.51623 19.92573
C21 -4.98827 -0.82300 20.11896
C22 -2.50175 -0.43161 19.99763
H28 -6.21897 -12.10554 22.02817
H29 0.27304 -8.05209 23.83047
C23 -6.45897 -9.18727 29.17100
C24 -9.66687 -10.51016 24.56485
H30 -10.41145 -4.69553 21.61428
H31 -6.05134 -2.41098 27.37883
H32 -8.39301 -12.15526 22.19608
H33 -13.43007 -5.09320 27.09893
H34 -6.51831 -4.88544 16.34018
C25 -5.64047 -7.05579 28.38949
N1 -6.04785 -7.63074 30.92284
H35 -0.93408 -6.78524 26.97381
C26 -2.63981 -2.27031 29.89873
H36 -6.12661 -11.37082 26.93355
H37 -8.55113 -7.97974 29.93624
N2 -5.81672 -13.05643 24.68587
H38 -4.64218 -8.52074 19.53447
H39 -2.71394 -4.43390 17.17003
H40 -11.93915 -5.87465 27.52410
C27 -1.72866 -8.52519 23.16747
O2 -5.41514 -8.00776 21.42468
H41 -7.10910 -10.39872 20.28208
H42 -4.23956 -2.73464 17.38532
H43 -9.21610 -5.63554 30.05049
C28 -2.22502 -1.39209 28.68736
H44 -1.44099 -8.49912 30.60903
C29 -7.93218 -7.23499 29.38409
H45 -6.99883 -9.37918 28.24677
O3 -2.14231 -3.18327 27.03449
H46 -0.27933 -2.35926 28.55627
H47 -3.18644 -5.63672 28.35800
C30 -10.22360 -11.91313 24.76754
C31 -6.05634 -9.27122 21.72797
H48 -0.38342 -0.89494 29.62105
H49 -11.65874 -5.84257 22.22684
C32 -1.16135 -3.18452 18.94654
H50 -2.50568 0.13052 19.04858
H51 -4.12441 -7.62098 30.70413
O4 -11.70594 -6.90133 19.56623
C33 -6.16047 -6.33416 31.63092
H52 -2.75214 -3.31809 29.60335
H53 -5.47034 -9.62083 28.92911
H54 -4.22221 -5.73706 23.13014
H55 -5.74482 -1.56178 20.39088
C34 -0.73267 -7.83899 24.12754
H56 -9.75525 -5.22408 25.24536
C35 -10.60097 -3.66350 26.59716
H57 -2.15899 -14.14207 24.15123
O5 -6.33234 -5.25918 18.39025
H58 -3.71318 0.17021 26.40355
H59 -9.63578 -11.01005 21.76902
H60 -4.49953 -7.85349 24.23810
C36 -5.39956 -7.84173 19.99828
C37 -7.18475 -9.38510 20.67453
H61 -7.17777 -2.61896 18.16357
C38 -12.36572 -5.08780 26.88574
H62 -1.41099 -2.89273 21.61106
C39 -5.17901 -5.21975 31.27974
H63 -6.08345 -15.16295 22.08845
H64 -3.54553 -1.93616 30.36459
C40 -2.58017 -3.60927 19.21301
C41 -2.75358 0.00241 28.82028
C42 -6.45636 -7.72413 29.51863
O6 -11.88956 -3.81027 27.23427
H65 -3.98900 -10.81197 23.70606
H66 -5.00319 -0.03310 20.85613
H67 -7.31822 -11.82266 24.09231
H68 -2.76183 -12.73896 23.32501
H69 -11.18114 -11.91425 25.30207
H70 -6.24831 -3.94432 19.91701
H71 -7.46044 -14.33921 22.82026
C43 -5.33026 -12.73935 22.13278
H72 -1.29632 -3.02464 26.61559
H73 -2.43937 -3.76817 22.65590
C44 -7.26705 -6.42691 24.02235
H74 -10.37358 -9.80742 24.11967
C45 -4.20777 0.18768 28.43212
H75 -0.66745 -8.91582 27.91244
O7 -8.66090 -10.71120 23.57208
C46 -5.20011 -7.11143 24.53189
H76 -1.93197 -6.26971 24.93999
H77 -5.16548 -12.77134 27.40015
H78 -2.66849 0.45028 29.85503
H79 -10.56497 -8.57389 19.86234
H80 -8.18981 -6.70788 23.53216
C47 -5.02848 -2.75559 27.49895
O8 -3.74526 -2.04583 17.84439
C48 -1.81940 -7.14984 27.52740
H81 -2.47619 0.24823 20.85102
H82 -8.25484 -7.18177 28.35027
C49 -6.80835 -8.26333 19.64441
H83 -5.09350 -7.15265 33.31304
H84 -5.37182 -0.16876 26.62811
H85 -1.84581 -2.32054 30.64883
H86 -8.32690 -3.73852 16.40745
H87 -4.47898 -12.07542 22.19001
C50 -4.37404 -0.35520 27.02490
H88 -2.33759 -5.60125 18.45908
C51 -7.82566 -3.42928 18.56045
H89 -3.42993 -1.36853 22.29065
C52 -7.53861 -5.78692 31.43412
H90 -4.16757 -5.61665 31.08978
C53 -2.17564 -6.07340 28.58051
H91 -12.56195 -5.09004 19.89531
H92 -4.50005 1.26262 28.59117
H93 -12.00887 -6.25198 24.96835
H94 -5.34462 -13.32825 21.21780
H95 -0.23544 -7.48043 29.86854
C54 -3.04812 -13.51782 24.06238
H96 -1.55369 -7.32910 21.28026
H97 -2.24143 0.62368 28.05685
C55 -4.52110 -10.80673 24.65732
H98 -4.54554 -2.59045 21.79358
H99 -5.67926 -5.97572 28.41666
H100 -3.32404 -1.40218 24.86460
C56 -3.60186 -1.49651 20.12852
C57 -1.49918 -8.38243 28.35957
C58 -2.44847 -3.26088 21.70555
H101 -3.52232 -13.75934 26.07442
H102 -6.04996 -7.43493 27.47804
H103 -7.48411 -5.88496 24.98587
H104 -10.92543 -5.05198 19.25035
H105 -5.11193 -7.01392 25.59940
H106 -7.64559 -5.08207 19.98429
H107 -4.39461 -11.20703 27.25512
H108 -6.56578 -15.46129 23.75637
H109 -12.63730 -4.60271 24.78711
H110 -9.46394 -12.48077 25.32368
H111 -6.19063 -5.88501 33.77680
C59 -4.79287 -12.14207 25.31966
H112 -5.38868 -4.70424 30.36871
C60 -6.47153 -14.72536 23.01017
H113 -1.53062 -0.96821 19.96787
H114 -1.33541 -9.40195 22.66610
H115 -8.90357 -6.76969 21.14790
N3 -2.56500 -1.85138 27.30184
H116 -6.61042 -4.42621 23.24288
H117 -8.17361 -9.12907 21.04828
O9 -6.50572 -7.54445 24.19794
H118 -6.31131 -9.25411 22.74771
H119 -9.93985 -13.51204 23.36835
N4 -3.65009 -2.61474 19.20820
H120 -4.61432 -7.40019 28.35610
H121 -2.69765 -12.37514 25.73555
H122 -7.37752 -6.31436 16.96555
H123 -0.57604 -4.04478 18.55085
H124 -7.53214 -7.45415 19.78824
H125 -8.25759 -6.43243 31.99118
O10 -7.14024 -12.62455 24.66162
H126 -5.28303 -6.79297 19.80213
H127 -3.85608 -3.08446 25.08726
H128 -9.20045 -10.08873 25.45565
H129 -3.76740 -14.84900 22.58982
H130 -3.64740 -4.78009 20.84915
O11 -4.78608 -8.19747 31.13512
H131 -4.86378 -2.96500 28.55243
C61 -3.54689 -2.16468 21.56942
H132 -3.96232 -10.13354 25.28542
C62 -0.65930 -1.33693 28.65025
C63 -5.46854 -13.64538 23.35977
H133 -2.57853 -8.87115 23.78453
C64 -4.99578 -5.75771 23.90086
H134 -4.63381 -5.05058 24.64611
H135 -1.13565 -2.52347 18.04748
O12 -1.75629 -6.12989 22.90309
H136 -9.32504 -4.75330 17.46208
H137 -4.99980 -1.81016 24.90592
H138 -0.52865 -2.72750 19.73245
C65 -10.23156 -12.46018 23.29495
C66 -11.60551 -5.55640 20.00399
C67 -10.96202 -5.63046 21.37351
H139 -8.62887 -2.94569 19.06672
C68 -6.04149 -6.73232 33.12054
H140 -0.30552 -0.70138 27.82453

Calculated values
Spin multiplicity = 1
Kohn-Sham gap = 8.848 eV
SMILES string = CC1(C)CCCC(C)(C)N1O.CC1(C)CCCC(C)(C)N1O.CC1(C)CCCC(C)(C)N1O.CC1(C)CCCC(C)(C)N1O.C1CCOC1.C1CCOC1.C1CCOC1.C1CCOC1.C1CCOC1.C1CCOC1.C1CCOC1.C1CCOC1
HOMO level = -8.389 eV
Strongest force on any atom = 0.051 hartree/bohr

Here are the Löwdin charges for atoms 1 to 4, given in e:
1 H 0.128
2 H 0.078
3 H 0.076
4 O -0.171

Entry 3:
Entry from the Open Molecules 2025 dataset: a single C18H29NO2 molecule (wB97M-V/def2-TZVPD).

CARTESIAN COORDINATES (ANGSTROEM)
H1 -0.76321 -1.18649 4.78834
H2 1.98316 -1.07724 -5.56114
H3 2.19416 -3.60975 -4.10787
C1 1.07718 0.18448 -2.85356
H4 -4.08734 2.66989 4.10737
H5 -1.53462 -0.37757 2.55173
C2 -2.93500 1.06530 3.25169
H6 0.73884 -4.80926 -5.66395
H7 -0.90579 1.19778 -0.86560
H8 0.25121 -0.68784 -5.54902
H9 -3.77438 0.36688 3.21506
O1 1.68095 0.85628 -1.76632
H10 -0.67330 -3.88608 -5.11985
N1 0.84095 -1.96755 -4.00814
C3 -3.18850 2.10233 4.33906
H11 1.52957 2.88045 1.24664
C4 0.15970 1.62933 4.60743
C5 1.13353 2.51926 2.18265
C6 -1.63546 0.25843 3.43867
H12 1.68966 2.83200 5.49958
C7 1.61908 -1.23969 -3.03543
H13 1.31292 0.79051 -3.73134
H14 -2.49584 -1.39062 4.51958
C8 0.97715 -1.48661 -5.37893
H15 -2.35321 2.79534 4.40912
H16 2.69054 -1.18518 -3.30398
H17 1.60867 -2.93964 -6.86453
C9 -1.70457 -0.65682 4.65914
H18 -1.91717 -0.10398 5.56924
H19 -2.87925 1.57073 2.28612
C10 -0.08804 1.44695 -0.18302
C11 1.71829 2.94644 3.36334
O2 -0.60559 1.19051 1.09932
C12 1.23510 2.50255 4.57739
C13 1.14096 0.57269 -0.49709
H20 -0.20965 1.28901 5.56152
C14 -0.44577 1.18748 3.44343
H21 1.93544 0.78507 0.22398
H22 1.54079 -1.77296 -2.08372
H23 2.55538 3.62759 3.32321
H24 0.72042 -3.86700 -3.13755
C15 0.71702 -2.70281 -6.28391
H25 -3.33049 1.63154 5.30856
C16 1.11333 -3.39379 -4.03934
H26 -0.01199 0.13766 -2.74271
H27 0.86023 -0.48290 -0.39908
H28 -0.10095 -2.52527 -6.97921
C17 0.05412 1.64664 2.21208
C18 0.39879 -3.83914 -5.30750
H29 0.16297 2.50512 -0.32147

Calculated values
Spin multiplicity = 1
Kohn-Sham gap = 9.245 eV
SMILES string = CC[C@H](C)c1ccccc1OCCOCCN1CCCC1
Energy above the lowest of the compared OMol25 structures with the same formula, charge and spin = 114.4 kJ/mol
HOMO level = -8.340 eV
Strongest force on any atom = 0.012 hartree/bohr

Here are the natural (NBO) charges for atoms 1 to 4, given in e:
1 H 0.213
2 H 0.168
3 H 0.157
4 C -0.065